Below is a structure of composition C13H25InNO5, with properties calculated with ωB97M-V/def2-TZVPD.

Cartesian coordinates (Å):
In (-14.85170, 30.71060, -8.30265)
C (-18.11823, 25.95189, -9.42206)
C (-18.41024, 27.28449, -10.17041)
O (-17.76829, 27.66394, -11.21175)
O (-19.05942, 28.06567, -9.47701)
H (-17.25361, 26.08151, -8.77112)
H (-17.90835, 25.11445, -10.08745)
H (-19.02632, 25.63093, -8.91171)
C (-15.36896, 26.86024, -9.12708)
C (-15.46930, 28.37828, -8.65567)
O (-16.38761, 29.06986, -8.98270)
O (-14.48556, 28.82084, -8.05897)
H (-14.34413, 26.52365, -8.97047)
H (-15.73834, 26.60825, -10.12114)
H (-16.01905, 26.36691, -8.40452)
C (-12.66058, 23.71371, -11.90812)
C (-13.03174, 25.21001, -11.75236)
C (-13.13296, 25.47305, -10.23278)
C (-13.21637, 26.95409, -9.89624)
C (-11.92556, 27.59999, -10.41888)
C (-11.63002, 27.33273, -11.98400)
N (-11.82955, 25.99649, -12.32070)
O (-11.43485, 25.60663, -13.60362)
C (-12.51001, 28.22431, -12.95152)
C (-10.10367, 27.51953, -12.18056)
C (-14.33831, 25.57037, -12.49794)
H (-12.85836, 23.29165, -12.89344)
H (-13.23946, 23.07235, -11.24355)
H (-11.61969, 23.44771, -11.72403)
H (-14.04721, 25.01197, -9.85910)
H (-12.29757, 24.93086, -9.78978)
H (-13.24353, 27.10862, -8.81759)
H (-14.15918, 27.34785, -10.27591)
H (-11.04853, 27.27926, -9.85668)
H (-12.08050, 28.66350, -10.23711)
H (-12.23459, 29.27828, -12.91406)
H (-12.27853, 27.85976, -13.95233)
H (-13.59516, 28.12663, -12.98322)
H (-9.79229, 27.16888, -13.16453)
H (-9.76709, 28.52026, -11.90974)
H (-9.48864, 26.80592, -11.63227)
H (-14.92830, 26.48615, -12.46096)
H (-15.14305, 24.86241, -12.29975)
H (-14.03402, 25.36800, -13.52485)
H (-10.51492, 25.46292, -13.36975)

Cartesian forces (eV/Å) of the 6 atoms listed first:
In -0.654 4.457 -0.240
C -1.057 0.048 -1.394
C 2.327 -2.276 1.442
O -1.263 0.127 1.034
O -0.579 1.354 -1.110
H -1.708 -0.147 -0.256

## Properties
- Orbital gap: 2.15 eV
- E: -30769.2800 eV
- Total charge: +1
- Multiplicity: 1
- Energy above the lowest of the compared OMol25 structures with the same formula, charge and spin: 704.23 kJ/mol
- Highest occupied orbital energy: -11.347 eV

Below is a structure of composition C13H25Li2O10P, with properties calculated with ωB97M-V/def2-TZVPD.

Cartesian coordinates (Å):
Li (-2.66181, 1.79159, -1.13722)
Li (0.22859, 1.41157, -0.99838)
P (-1.00032, 3.28310, -0.08969)
O (-1.16704, 1.74213, 0.16481)
O (-0.97553, 4.27795, 1.09060)
O (-2.14167, 3.64011, -1.08012)
O (0.32763, 3.43514, -0.89421)
O (-1.66609, 0.67087, -4.77606)
C (-1.76583, 0.77626, -3.40241)
O (-0.74044, 0.96068, -2.73777)
O (-2.94242, 0.69831, -2.93263)
H (-2.61332, 0.66075, -5.00670)
C (3.30624, -0.98371, -2.15466)
C (3.19697, -1.07171, -0.64627)
C (2.88476, 0.33939, -0.19446)
O (2.04287, 0.81552, -1.24094)
C (2.57720, 0.36094, -2.47289)
H (2.81354, -1.81923, -2.65078)
H (4.35044, -0.94709, -2.47353)
H (3.99555, -1.59631, -0.11038)
H (2.35529, -1.72337, -0.36932)
H (3.79573, 0.94459, -0.13322)
H (2.30882, 0.40483, 0.72316)
H (3.31007, 1.05614, -2.88885)
H (1.73246, 0.22964, -3.14461)
C (0.74398, -0.01282, 3.76062)
C (0.69179, 1.19709, 2.80459)
C (-0.42081, 2.07831, 3.37430)
O (-0.86458, 1.42892, 4.57169)
C (-0.64635, 0.03420, 4.36191)
H (1.49427, 0.17533, 4.52971)
H (0.96139, -0.90849, 3.17373)
H (0.38216, 0.90562, 1.79890)
H (1.66074, 1.67953, 2.66233)
H (-1.22285, 2.18323, 2.63428)
H (-0.15919, 3.12698, 3.52628)
H (-1.41407, -0.35198, 3.67656)
H (-0.80093, -0.43741, 5.33432)
C (-1.07471, -1.76524, 0.16088)
C (-0.82877, -2.47690, -1.17258)
C (-2.21806, -2.86161, -1.62504)
O (-2.91814, -3.18355, -0.41315)
C (-2.47734, -2.24154, 0.55958)
H (-1.05662, -0.68758, 0.02088)
H (-0.33317, -1.99930, 0.92555)
H (-0.22652, -3.38216, -1.01960)
H (-0.25575, -1.91029, -1.90891)
H (-2.20347, -3.74540, -2.26507)
H (-2.74496, -2.04400, -2.12634)
H (-2.44549, -2.75289, 1.52877)
H (-3.17425, -1.40617, 0.68236)

Cartesian forces (eV/Å) of the 6 atoms listed first:
Li 0.659 0.601 -0.297
Li -0.277 1.184 -0.598
P 1.122 4.444 -1.126
O -0.528 -1.576 0.931
O -0.337 -1.744 0.292
O -1.367 -1.006 0.050

## Properties
- Orbital gap: 3.89 eV
- E: -44067.6509 eV
- Total charge: -2
- Multiplicity: 1
- Energy above the lowest of the compared OMol25 structures with the same formula, charge and spin: 0.00 kJ/mol
- Highest occupied orbital energy: 0.380 eV

Below is an isolated molecule of C13H25N3O4, with properties calculated with ωB97M-V/def2-TZVPD.

Cartesian coordinates (Å):
O (0.36401, -2.93903, -3.30679)
O (-2.42084, -0.07246, 2.53751)
O (1.71489, 0.24841, -0.00745)
O (2.09639, 0.11751, 2.71822)
C (1.38787, -2.38617, -2.98998)
C (-1.54617, 0.70350, 2.76168)
C (0.57646, -0.16509, -0.22424)
N (-1.73748, 1.68262, 3.63278)
N (-0.35961, -0.11413, 0.73026)
N (1.37721, -1.33985, -2.15675)
C (2.70257, -2.84195, -3.54354)
C (-0.82167, 2.76996, 3.95821)
C (-2.81149, 0.13000, -1.62855)
C (0.71213, -1.69178, 2.99773)
C (0.64454, 1.49971, -2.92741)
C (-1.62641, 1.07794, -1.91457)
C (-0.21035, 0.56289, 2.05203)
C (0.16676, -0.69103, -1.61718)
C (0.75057, -0.15823, 3.03904)
C (-0.38703, 0.41967, -2.55629)
H (2.15557, 0.19851, 1.76240)
H (-2.57459, 1.57081, 4.20670)
H (-1.25426, -0.50687, 0.54150)
H (2.25536, -0.94119, -1.90472)
H (3.05954, -3.69055, -2.94901)
H (2.53304, -3.19636, -4.54452)
H (3.43973, -2.04321, -3.52321)
H (0.22330, 2.44660, 3.84223)
H (-1.04194, 3.57785, 3.27312)
H (-0.90917, 3.16298, 4.97974)
H (-3.59446, 0.79565, -1.24858)
H (-3.21248, -0.32090, -2.52332)
H (-2.67229, -0.62444, -0.85639)
H (1.32943, -2.01966, 3.85172)
H (-0.25727, -2.08273, 3.10931)
H (1.19507, -2.01116, 2.05668)
H (1.48392, 1.01137, -3.45399)
H (1.05889, 1.98329, -2.05123)
H (0.17008, 2.24494, -3.57397)
H (-1.34793, 1.57920, -0.98129)
H (-1.97314, 1.82253, -2.60367)
H (0.17181, 1.56478, 1.92427)
H (-0.63017, -1.43684, -1.49956)
H (0.51987, 0.18516, 4.06054)
H (-0.70026, -0.08223, -3.44946)

Cartesian forces (eV/Å) of the 6 atoms listed first:
O -1.275 -0.755 -0.442
O -2.047 -2.231 -0.721
O 0.181 -0.102 -0.372
O 0.252 1.120 1.077
C -0.299 -0.138 -0.315
C 1.053 0.081 -1.091

## Properties
- Orbital gap: 10.18 eV
- E: -26548.4138 eV
- SMILES string: CC[C@@H](C)[C@@H](NC(C)=O)C(=O)N[C@@H](C(=O)NC)[C@@H](C)O
- Multiplicity: 1
- Energy above the lowest of the compared OMol25 structures with the same formula, charge and spin: 19.38 kJ/mol
- Highest occupied orbital energy: -9.602 eV

Below is a structure of composition C13H25N3O4Zn, with properties calculated with ωB97M-V/def2-TZVPD.

Cartesian coordinates (Å):
C (3.83842, -1.43487, -1.52746)
C (4.49135, -1.41509, -0.00242)
C (3.82146, -0.25065, 0.94868)
O (2.35478, -0.40530, 1.14342)
C (1.77936, 0.76380, 0.45824)
C (0.14598, 0.87692, 0.52285)
C (-0.28436, 2.10534, -0.52535)
C (0.50074, 3.51398, -0.23142)
N (0.65322, 4.54592, -1.15640)
N (-0.32941, 1.33121, 1.91362)
C (-1.52086, 0.52610, 2.46926)
O (-2.00546, 0.45977, 3.71333)
C (-2.05029, -0.18306, 1.06614)
C (-3.45187, 0.51827, 0.50049)
O (-3.88848, 1.67757, 1.30873)
O (-5.03405, 2.10672, 0.83437)
C (-0.79653, -0.34519, -0.02866)
C (-0.26389, -1.89385, 0.01313)
N (-1.29166, -2.94036, -0.35513)
C (-2.24215, -2.48058, -1.43886)
H (4.38617, -2.23163, -2.19416)
H (3.94879, -0.36224, -1.99036)
H (2.71589, -1.76939, -1.39757)
H (4.45515, -2.48875, 0.46389)
H (5.64708, -1.16945, -0.16515)
H (4.11068, 0.78872, 0.44272)
H (4.30325, -0.34382, 2.01260)
H (2.09937, 0.86975, -0.67578)
H (2.22473, 1.72032, 1.01608)
H (-1.44676, 2.26616, -0.48816)
H (0.09131, 1.73844, -1.59698)
H (0.99976, 3.70386, 0.82265)
H (1.20361, 5.34257, -0.71686)
H (-0.78278, 2.29358, 1.93023)
H (-2.42542, -1.23326, 1.48063)
H (-4.25047, -0.36877, 0.49829)
H (-3.35014, 0.83188, -0.64669)
H (-5.00449, 2.20161, -0.16529)
H (-1.22245, 0.08622, -1.05103)
H (0.70413, -2.08364, -0.61820)
H (0.03938, -2.11326, 1.14659)
H (-1.78270, -3.34335, 0.47311)
H (-3.10910, -1.88044, -0.88316)
H (-1.74983, -1.79501, -2.26259)
H (-2.79740, -3.42223, -1.92079)
Zn (-3.43405, -4.31449, -3.14057)

Cartesian forces (eV/Å) of the 6 atoms listed first:
C 0.114 -0.255 1.081
C 0.512 0.057 -0.957
C 1.855 -0.856 -0.131
O 0.596 2.135 -2.052
C -0.333 1.091 0.376
C 0.028 1.934 -0.845

## Properties
- Orbital gap: 2.15 eV
- E: -74929.9118 eV
- Total charge: +2
- Multiplicity: 1
- Energy above the lowest of the compared OMol25 structures with the same formula, charge and spin: 869.43 kJ/mol
- Highest occupied orbital energy: -14.833 eV